Entry from OMol25: a gas-phase ion, H4N2O2P (charge -1) at a distorted geometry (the ωB97M-V functional and the def2-TZVPD basis).

Geometry (Å):
N 1.077 0.171 -1.089
N 0.828 0.421 0.348
O -1.053 -1.532 0.829
O -1.555 0.652 -0.653
P -0.895 0.037 0.537
H 0.949 -0.826 -1.275
H 0.245 0.564 -1.396
H 1.420 -0.252 0.940
H -1.015 0.764 1.759

The value obtained for the calculated total energy is -603.82426 Ha. The net charge is -1. The value obtained for the HOMO energy is -4.2 eV. The value obtained for the LUMO energy is 4.74 eV.